Formula: C21H29N3S4Tb
Source: OMol25
Level of theory: the ωB97M-V functional and the def2-TZVPD basis

Values from the calculation:
energy = -3398.0886 Eh
LUMO (alpha / beta) = -9.5 / -9.0 eV
multiplicity = 7
⟨S²⟩ = 12.72
net charge = +3
Kohn-Sham gap (alpha / beta) = 0.2732 / 0.2917 Ha

```
58
Properties=species:S:1:pos:R:3:forces:R:3:lowdin_spin:R:1
Tb 0.3106 -0.8162 0.7540 -1.103 -1.366 1.222 6.123
C -1.5996 -3.5233 3.2240 0.772 -0.491 -0.323 -0.001
C -2.6049 -2.3654 3.1457 0.818 -0.178 1.912 -0.001
S -2.4445 -1.3051 1.7610 -0.446 1.030 -0.143 -0.018
C -3.2211 -2.3285 0.5457 0.018 -0.787 -0.799 -0.001
C -2.3632 -3.4379 -0.0984 -0.419 0.213 0.044 -0.001
S -0.5821 -3.1563 -0.5980 -0.790 0.343 -0.847 -0.020
C 0.2177 -4.7002 -0.1218 -1.024 -1.053 0.122 -0.002
C 0.3312 -4.9014 1.3961 -0.136 -0.026 0.807 -0.002
S 0.0516 -3.3100 2.3097 -0.349 -0.690 1.340 -0.014
H -2.0850 -4.3993 2.7771 0.470 -0.037 0.291 0.000
H -1.2923 -3.7243 4.2600 -0.366 -0.076 -0.388 0.000
H -2.5476 -1.7381 4.0707 -0.091 -0.448 -0.802 0.000
H -3.5917 -2.8311 3.1072 -0.069 0.382 0.130 0.000
H -3.6157 -1.6812 -0.2057 -0.126 0.648 -0.604 0.000
H -4.1237 -2.8683 0.9341 0.752 0.694 0.089 0.000
H -2.8604 -3.5917 -1.0622 0.127 -0.822 0.343 0.000
H -2.4755 -4.2505 0.6331 0.682 -0.346 -0.913 0.000
H 1.2291 -4.7618 -0.4956 0.012 0.337 -0.785 0.000
H -0.4170 -5.5089 -0.6079 0.984 0.867 0.567 0.000
H 1.3425 -5.2841 1.6830 -0.857 0.457 -0.218 0.000
H -0.3943 -5.6529 1.7512 0.241 0.489 0.057 0.000
C 4.4465 -0.4159 -1.9003 -0.024 0.856 -0.186 0.000
N 4.1183 -1.6081 -1.0496 1.359 -0.111 -0.607 0.000
C 4.9314 -2.8831 -1.3134 -1.951 0.824 -0.595 0.000
C 3.2314 -1.4779 -0.1465 0.623 0.691 0.626 0.000
N 2.4875 -1.1848 0.7244 0.757 -0.644 -0.871 -0.024
H 5.3845 -0.5714 -2.4736 -0.629 -0.187 0.639 0.000
H 4.5401 0.5383 -1.3307 0.028 -0.966 -0.035 0.000
H 3.6277 -0.2800 -2.6042 0.071 -0.039 -0.181 0.000
H 5.1565 -2.8233 -2.3889 -0.359 -0.519 0.407 0.000
H 4.2302 -3.6832 -1.0271 0.901 -0.076 -0.354 0.000
H 5.8589 -2.8655 -0.7911 0.475 0.002 0.770 0.000
N -0.2694 0.8028 -0.4887 -1.288 1.073 -0.314 -0.024
S -0.0701 2.2271 0.4001 0.016 -0.156 -1.946 -0.010
C -1.6008 3.1340 0.4428 -1.672 0.087 -0.163 0.000
C -2.8511 2.4700 0.5093 0.716 0.140 0.576 0.000
C -4.0261 3.2084 0.7796 1.081 0.265 -0.800 0.000
C -3.9510 4.6035 0.8703 0.074 -0.684 0.282 -0.001
C -2.7099 5.2388 0.6614 -1.745 1.273 -0.021 0.000
C -1.5647 4.5397 0.4205 2.254 0.159 -0.145 0.000
C 0.8101 3.1599 -0.7988 0.793 2.178 -1.595 -0.001
C 0.1636 3.7996 -1.9117 -0.217 -0.234 0.680 0.000
C 0.9351 4.7286 -2.6464 -1.175 -0.823 -1.248 0.000
C 2.3099 4.8681 -2.4929 0.185 -0.060 0.802 0.000
C 2.9696 4.1804 -1.4548 -0.138 0.561 -1.447 0.000
C 2.1883 3.3857 -0.6292 0.616 -1.623 1.077 0.000
H -0.7426 1.0230 -1.3833 0.412 -0.212 0.512 0.001
H -2.8353 1.3819 0.3815 -0.366 0.391 0.202 0.000
H -5.0010 2.7479 0.7935 0.045 -0.299 0.173 0.000
H -4.8956 5.1238 1.1137 0.902 0.041 -0.331 0.000
H -2.7044 6.3415 0.6121 0.169 -0.713 0.148 0.000
H -0.6078 5.1090 0.1690 -1.477 -0.921 0.676 0.000
H -0.9250 3.5566 -2.1633 1.686 0.752 0.383 0.000
H 0.4697 5.2438 -3.5150 0.207 -0.428 0.843 0.000
H 2.8656 5.5057 -3.1908 -0.246 -0.230 0.415 0.000
H 4.0746 4.2867 -1.4490 -0.952 -0.378 0.637 0.000
H 2.6911 2.7251 0.1085 -0.227 0.871 -0.111 0.000
```
Positions in Å, forces in eV/Å.